C41H43As2HgN4O2 | wB97M-V/def2-TZVPD

Structure (XYZ):
```
93
Properties=species:S:1:pos:R:3:forces:R:3:mulliken_spin:R:1
Hg 0.72207 1.49647 0.54664 -0.2 -0.4 0.2 0.5546
C 2.33780 -0.49607 -3.27676 0.0 0.0 0.3 0.0185
C 0.89909 -0.82325 -3.69937 0.2 0.1 0.1 -0.0039
As -0.46864 -0.23493 -2.39755 -0.3 0.2 -0.1 0.0044
C -0.59542 1.67271 -2.85220 0.1 0.0 -0.1 0.0290
C -1.81009 2.27210 -3.18106 0.0 0.0 0.1 0.0290
C -1.88056 3.62577 -3.48060 0.0 0.0 0.0 0.0094
C -0.73558 4.40881 -3.45703 0.0 0.0 0.0 -0.0076
C 0.47946 3.82956 -3.12427 0.0 0.0 0.0 -0.0092
C 0.54614 2.47798 -2.81422 0.0 0.0 0.0 0.0106
C -2.03851 -0.86717 -3.38153 0.1 -0.1 0.0 -0.0065
C -2.30168 -0.53977 -4.71063 0.0 0.0 0.0 0.0017
C -3.38036 -1.10301 -5.37476 0.0 0.0 0.0 0.0003
C -4.21205 -2.00193 -4.71718 0.0 0.0 0.0 -0.0001
C -3.96247 -2.33214 -3.39434 0.0 0.0 0.0 -0.0002
C -2.87839 -1.76780 -2.73268 0.0 0.1 0.0 -0.0019
As 2.59831 -0.31254 -1.29214 -0.1 0.0 -0.5 0.1056
C 2.69723 -2.21307 -0.87529 0.0 -0.1 0.0 0.0112
C 3.88899 -2.84819 -0.54511 0.0 0.0 0.0 -0.0023
C 3.92095 -4.22224 -0.34353 0.0 0.0 0.0 0.0000
C 2.76211 -4.97469 -0.45667 0.0 0.0 0.0 0.0013
C 1.55942 -4.34155 -0.73801 0.0 0.0 0.0 -0.0011
C 1.52703 -2.96973 -0.94014 0.0 0.1 0.0 -0.0077
C 4.47451 0.20202 -1.33344 0.0 0.0 0.0 0.0177
C 5.40127 -0.39029 -2.18986 0.0 0.0 0.0 -0.0039
C 6.71094 0.06487 -2.22940 0.0 0.0 0.0 -0.0001
C 7.10766 1.11484 -1.41095 0.0 0.0 0.0 0.0002
C 6.19475 1.70090 -0.54797 0.0 0.0 0.0 0.0023
C 4.88301 1.24712 -0.51309 -0.1 0.0 0.1 -0.0114
H 2.67017 0.45808 -3.68864 0.0 0.0 0.0 0.0024
H 3.01561 -1.26930 -3.63999 0.0 0.1 0.0 -0.0002
H 0.75823 -1.90546 -3.73941 0.0 0.0 0.0 0.0011
H 0.68224 -0.42591 -4.69157 0.0 0.0 0.0 0.0021
H -2.71639 1.67964 -3.20562 0.0 0.0 0.0 -0.0006
H -2.83461 4.06903 -3.73792 0.0 0.0 0.0 0.0002
H -0.79229 5.46386 -3.69222 0.0 0.0 0.0 -0.0005
H 1.38097 4.42899 -3.10431 0.0 0.0 0.0 -0.0017
H 1.50172 2.05248 -2.53760 0.0 0.0 0.0 -0.0103
H -1.66481 0.16664 -5.23072 0.0 0.0 0.0 -0.0001
H -3.57433 -0.84161 -6.40752 0.0 0.0 0.0 0.0000
H -5.05508 -2.43979 -5.23620 0.0 0.0 0.0 0.0000
H -4.61153 -3.02833 -2.87816 0.0 0.0 0.0 0.0000
H -2.67907 -2.01947 -1.69590 0.0 0.0 0.0 0.0002
H 4.79676 -2.27194 -0.42522 0.0 0.0 0.0 0.0002
H 4.85851 -4.70502 -0.09787 0.0 0.0 0.0 0.0001
H 2.79283 -6.04749 -0.31467 0.0 0.0 0.0 0.0001
H 0.64403 -4.91732 -0.80055 0.0 0.0 0.0 0.0000
H 0.58060 -2.47794 -1.13035 0.0 0.0 0.0 0.0020
H 5.10933 -1.21838 -2.82392 0.0 0.0 0.0 0.0004
H 7.42216 -0.40225 -2.89905 0.0 0.0 0.0 -0.0001
H 8.12918 1.47150 -1.44527 0.0 0.0 0.0 0.0000
H 6.50394 2.51060 0.10046 0.0 0.0 0.0 0.0001
H 4.16980 1.69683 0.16849 0.0 0.0 0.0 0.0148
O 3.60711 -0.60686 2.97341 0.0 -0.1 0.0 0.0072
C 2.52136 -0.22368 2.56672 -0.3 0.2 0.1 0.0601
O 2.08231 -0.20449 1.36899 0.3 -0.1 0.1 0.1263
C 1.52394 0.31153 3.60558 0.1 0.0 0.0 -0.0289
C 1.61413 -0.16051 4.93815 0.0 0.1 0.0 0.0011
C 0.71255 0.28549 5.85264 0.0 0.0 0.0 0.0003
C -0.27241 1.22783 5.46545 0.0 0.0 0.0 -0.0049
C -1.24046 1.74205 6.35866 0.0 0.0 0.0 -0.0001
C -2.13966 2.67989 5.93868 0.0 0.0 0.0 0.0007
C -2.11062 3.14385 4.60544 0.0 0.0 0.0 0.0194
C -1.19661 2.65280 3.71664 0.0 0.0 0.0 -0.0175
C -0.25995 1.67812 4.12793 0.1 -0.1 0.0 0.0080
N 0.63523 1.19078 3.22147 0.0 0.0 -0.1 -0.0033
H 2.40618 -0.85319 5.18182 0.0 0.0 0.0 -0.0013
H 0.73775 -0.05565 6.88129 0.0 0.0 0.0 0.0001
H -1.25100 1.38307 7.38094 0.0 0.0 0.0 0.0001
H -2.87626 3.07751 6.62443 0.0 0.0 0.0 -0.0001
H -2.81876 3.90135 4.29367 0.0 0.0 0.0 0.0009
H -1.16311 2.98694 2.68596 0.0 0.0 0.0 0.0206
C -3.28363 1.34280 -0.02062 0.0 0.0 0.0 0.0516
N -3.52681 0.60041 1.20147 0.1 0.0 0.0 0.0025
C -4.34570 1.30452 2.17232 0.0 0.0 0.0 -0.0025
C -2.53947 -0.27202 1.61385 -0.2 -0.1 0.0 0.0214
N -1.43125 -0.32021 0.97081 0.5 0.3 0.0 0.0110
N -2.87512 -1.05753 2.71391 0.1 0.1 0.0 0.0011
C -1.79956 -1.78663 3.35402 0.0 0.0 0.0 0.0034
C -4.13216 -1.78953 2.68129 0.0 0.0 0.0 -0.0013
H -4.24111 1.65502 -0.44054 0.0 0.0 0.0 0.0011
H -2.75993 0.71097 -0.73268 0.0 0.0 0.0 -0.0349
H -2.66765 2.23423 0.15562 0.0 0.0 0.0 0.0061
H -4.04911 2.35770 2.22198 0.0 0.0 0.0 -0.0001
H -4.22024 0.86885 3.15959 0.0 0.0 0.0 0.0005
H -5.40119 1.26258 1.89131 0.0 0.0 0.0 0.0003
H -0.83317 -1.08979 1.25071 0.0 0.0 0.0 0.0055
H -1.55462 -2.72217 2.83272 0.0 0.0 0.0 -0.0017
H -2.10238 -2.03650 4.37170 0.0 0.0 0.0 -0.0002
H -0.90613 -1.16550 3.40908 0.0 0.0 0.0 -0.0029
H -4.85686 -1.27113 2.06088 0.0 0.0 0.0 0.0002
H -4.53443 -1.88847 3.69127 0.0 0.0 0.0 0.0002
H -3.98617 -2.79665 2.27027 0.0 0.0 0.0 0.0001
```
Forces are in eV/Å.

2S+1: 2
DFT total energy (Ha): -6582.5878
Gap between HOMO and LUMO (spin up / spin down) (eV): 7.148 / 6.248
Expectation value of S²: 0.75
Charge: 0